(1)
Formula: C18H19F3NO3PS3
Source: OMol25
Level of theory: the ωB97M-V functional and the def2-TZVPD basis

Last columns: bonded neighbours and bond lengths (Å).
Element x y z (Å)
1 O -2.129 -3.647 0.956  C2 1.425, H30 0.977
2 C -2.763 -2.388 1.161  O1 1.425, C3 1.598, C26 1.568, H31 1.129
3 C -1.886 -1.609 2.245  C2 1.598, C4 1.574, H32 1.114, H33 1.120
4 C -0.764 -0.869 1.426  C3 1.574, C5 1.464, C9 1.464
5 C -1.136 0.437 0.878  C4 1.464, C6 1.470, H34 1.118
6 C -0.222 1.252 0.065  C5 1.470, C7 1.458, N25 1.452
7 C 1.103 0.710 -0.213  C6 1.458, C8 1.459, S14 1.830
8 C 1.482 -0.580 0.354  C7 1.459, C9 1.470, H35 1.119
9 C 0.582 -1.392 1.186  C4 1.464, C8 1.470, C10 1.569
10 C 1.029 -2.768 1.793  C9 1.569, C11 1.584, H36 1.125, H37 1.120
11 C 0.993 -2.794 3.377  C10 1.584, C12 1.583, H38 1.128, H39 1.123
12 C 2.411 -2.676 4.068  C11 1.583, S13 1.866, H40 1.119, H41 1.119
13 S 2.208 -1.768 5.686  C12 1.866, H42 1.378
14 S 2.229 1.694 -1.267  C7 1.830, C15 1.825
15 C 1.037 2.641 -2.273  S14 1.825, C16 1.459, C20 1.468
16 C -0.280 2.911 -1.705  C15 1.459, C17 1.473, N25 1.449
17 C -1.250 3.643 -2.538  C16 1.473, C18 1.453, H43 1.120
18 C -0.964 4.139 -3.874  C17 1.453, C19 1.459, H44 1.116
19 C 0.367 3.900 -4.420  C18 1.459, C20 1.474, H45 1.112
20 C 1.345 3.142 -3.619  C15 1.468, C19 1.474, P21 1.859
21 P 3.014 2.893 -4.398  C20 1.859, O22 1.688, O23 1.661, S24 1.942
22 O 2.866 3.306 -6.028  P21 1.688, H46 0.980
23 O 3.531 1.315 -4.362  P21 1.661, H47 0.978
24 S 4.319 4.134 -3.671  P21 1.942
25 N -0.743 2.531 -0.386  C6 1.452, C16 1.449, H48 1.027
26 C -4.265 -2.505 1.596  C2 1.568, F27 1.383, F28 1.391, F29 1.362
27 F -4.808 -1.245 1.765  C26 1.383
28 F -4.956 -3.053 0.521  C26 1.391
29 F -4.433 -3.232 2.735  C26 1.362
30 H -2.827 -4.270 0.675  O1 0.977
31 H -2.757 -1.726 0.247  C2 1.129
32 H -1.486 -2.289 3.031  C3 1.114
33 H -2.522 -0.807 2.699  C3 1.120
34 H -2.160 0.841 1.078  C5 1.118
35 H 2.493 -1.026 0.176  C8 1.119
36 H 2.090 -2.979 1.485  C10 1.125
37 H 0.309 -3.545 1.428  C10 1.120
38 H 0.487 -3.728 3.757  C11 1.128
39 H 0.380 -1.926 3.738  C11 1.123
40 H 3.146 -2.116 3.437  C12 1.119
41 H 2.816 -3.685 4.332  C12 1.119
42 H 1.296 -0.773 5.411  S13 1.378
43 H -2.276 3.839 -2.134  C17 1.120
44 H -1.763 4.705 -4.409  C18 1.116
45 H 0.603 4.306 -5.428  C19 1.112
46 H 1.983 3.032 -6.355  O22 0.980
47 H 2.734 0.767 -4.509  O23 0.978
48 H -0.462 3.257 0.284  N25 1.027

- gap between HOMO and LUMO (eV) = 8.25
- structure (SMILES) = O[C@H](Cc1cc2c(cc1CCCS)Sc1c(cccc1P(O)(O)=S)N2)C(F)(F)F
- energy above the lowest of the compared OMol25 structures with the same formula, charge and spin (eV) = 3.245
- E_tot (Ha) = -2813.30389
- HOMO (eV) = -8.37

Here are the Löwdin charges for atoms 1 to 2, given in e: -0.005 -0.249

=====

(2)
Formula: C18H19FN2O
Source: OMol25
Level of theory: the ωB97M-V functional and the def2-TZVPD basis

Last columns: bonded neighbours and bond lengths (Å).
Element x y z (Å)
1 O -0.126 -2.806 -1.019  C2 1.173
2 C 0.345 -2.173 -0.151  O1 1.173, N3 1.412, C28 1.408
3 N -0.385 -1.120 0.442  C2 1.412, C4 1.496, H27 0.859
4 C -1.838 -0.929 0.142  N3 1.496, C5 1.533, C9 1.506
5 C -2.773 -2.114 -0.128  C4 1.533, C6 1.469, H26 0.936
6 C -4.202 -1.776 -0.101  C5 1.469, C7 1.362, H25 0.943
7 C -4.683 -0.507 0.019  C6 1.362, C8 1.543, H24 1.104
8 C -3.720 0.686 -0.152  C7 1.543, C9 1.370, H23 1.173
9 C -2.375 0.469 -0.010  C4 1.506, C8 1.370, N10 1.401
10 N -1.387 1.448 0.163  C9 1.401, C11 1.371, C16 1.512
11 C -0.170 1.628 -0.441  N10 1.371, C12 1.474, H21 1.101, H22 1.077
12 C 0.051 2.938 -1.081  C11 1.474, H13 1.064, C14 1.557, H20 1.169
13 H -0.231 2.782 -2.095  C12 1.064
14 C -0.609 3.782 0.050  C12 1.557, H15 0.932, C16 1.677, H19 1.131
15 H -0.103 3.745 0.831  C14 0.932
16 C -1.970 2.836 0.306  N10 1.512, C14 1.677, H17 1.082, H18 1.035
17 H -2.542 2.907 -0.609  C16 1.082
18 H -2.463 3.024 1.196  C16 1.035
19 H -0.730 4.806 -0.415  C14 1.131
20 H 1.189 3.119 -0.885  C12 1.169
21 H 0.605 1.171 0.193  C11 1.101
22 H -0.201 0.777 -1.102  C11 1.077
23 H -4.087 1.787 0.017  C8 1.173
24 H -5.710 -0.114 -0.073  C7 1.104
25 H -4.842 -2.338 -0.507  C6 0.943
26 H -2.347 -2.927 0.056  C5 0.936
27 H -0.116 -0.867 1.218  N3 0.859
28 C 1.625 -2.170 0.436  C2 1.408, C29 1.243, H40 1.032, H41 1.314
29 C 2.370 -1.209 0.180  C28 1.243, C30 1.390, C34 1.532
30 C 2.764 -0.172 1.019  C29 1.390, C31 1.524, F39 1.330
31 C 3.514 1.068 0.546  C30 1.524, C32 1.440, H38 1.260
32 C 3.977 1.002 -0.816  C31 1.440, C33 1.232, H37 1.150
33 C 3.767 0.055 -1.574  C32 1.232, C34 1.536, H36 1.088
34 C 2.946 -1.200 -1.239  C29 1.532, C33 1.536, H35 1.020
35 H 2.722 -1.927 -1.919  C34 1.020
36 H 4.169 0.274 -2.561  C33 1.088
37 H 4.640 1.879 -1.153  C32 1.150
38 H 3.693 1.749 1.591  C31 1.260
39 F 2.195 -0.134 2.220  C30 1.330
40 H 1.890 -3.131 0.171  C28 1.032
41 H 1.586 -2.477 1.714  C28 1.314

- gap between HOMO and LUMO (eV) = 7.63
- structure (SMILES) = O=C(Cc1ccccc1F)Nc1ccccc1N1CCCC1
- energy above the lowest of the compared OMol25 structures with the same formula, charge and spin (eV) = 12.521
- E_tot (Ha) = -981.49471
- HOMO (eV) = -7.57

Here are the Löwdin charges for atoms 1 to 2, given in e: 0.154 -0.489

=====

(3)
Formula: C18H19FN2O2S
Source: OMol25
Level of theory: the ωB97M-V functional and the def2-TZVPD basis

Last columns: bonded neighbours and bond lengths (Å).
Element x y z (Å)
1 O -0.032 -0.262 -1.749  C2 1.210
2 C 0.701 0.378 -1.031  O1 1.210, N3 1.350, C29 1.530
3 N 0.781 0.273 0.313  C2 1.350, C4 1.416, H28 1.015
4 C -0.135 -0.443 1.121  N3 1.416, C5 1.387, C9 1.407
5 C -0.762 0.255 2.142  C4 1.387, C6 1.382, H27 1.082
6 C -1.729 -0.345 2.925  C5 1.382, C7 1.385, H26 1.079
7 C -2.078 -1.660 2.670  C6 1.385, C8 1.380, H25 1.080
8 C -1.436 -2.374 1.678  C7 1.380, C9 1.400, H24 1.078
9 C -0.430 -1.800 0.892  C4 1.407, C8 1.400, N10 1.383
10 N 0.222 -2.515 -0.096  C9 1.383, C11 1.448, C18 1.445
11 C 1.668 -2.593 -0.111  N10 1.448, H12 1.089, C13 1.531, H23 1.104
12 H 2.105 -1.678 0.285  C11 1.089
13 C 2.144 -2.832 -1.546  C11 1.531, H14 1.092, O15 1.407, H22 1.100
14 H 3.226 -2.976 -1.576  C13 1.092
15 O 1.571 -4.003 -2.076  C13 1.407, C16 1.410
16 C 0.165 -3.900 -2.065  O15 1.410, H17 1.091, C18 1.532, H21 1.099
17 H -0.214 -4.825 -2.504  C16 1.091
18 C -0.373 -3.714 -0.642  N10 1.445, C16 1.532, H19 1.090, H20 1.103
19 H -1.455 -3.594 -0.688  C18 1.090
20 H -0.122 -4.604 -0.041  C18 1.103
21 H -0.151 -3.041 -2.673  C16 1.099
22 H 1.866 -1.970 -2.169  C13 1.100
23 H 2.002 -3.440 0.514  C11 1.104
24 H -1.699 -3.408 1.526  C8 1.078
25 H -2.841 -2.142 3.262  C7 1.080
26 H -2.214 0.212 3.711  C6 1.079
27 H -0.500 1.293 2.300  C5 1.082
28 H 1.321 0.989 0.788  N3 1.015
29 C 1.687 1.383 -1.631  C2 1.530, H30 1.090, H31 1.092, S32 1.817
30 H 1.312 1.735 -2.592  C29 1.090
31 H 2.645 0.884 -1.796  C29 1.092
32 S 2.096 2.801 -0.570  C29 1.817, C33 1.774
33 C 0.533 3.574 -0.249  S32 1.774, C34 1.393, C38 1.388
34 C 0.562 4.660 0.624  C33 1.393, C35 1.379, H43 1.079
35 C -0.602 5.325 0.948  C34 1.379, C36 1.385, H42 1.078
36 C -1.794 4.890 0.392  C35 1.385, C37 1.382, F41 1.349
37 C -1.841 3.817 -0.477  C36 1.382, C38 1.384, H40 1.078
38 C -0.669 3.156 -0.803  C33 1.388, C37 1.384, H39 1.077
39 H -0.718 2.322 -1.482  C38 1.077
40 H -2.784 3.501 -0.894  C37 1.078
41 F -2.937 5.531 0.709  C36 1.349
42 H -0.597 6.167 1.621  C35 1.078
43 H 1.506 4.974 1.041  C34 1.079

- gap between HOMO and LUMO (eV) = 8.32
- structure (SMILES) = O=C(CSc1ccc(F)cc1)Nc1ccccc1N1CCOCC1
- energy above the lowest of the compared OMol25 structures with the same formula, charge and spin (eV) = 1.278
- E_tot (Ha) = -1455.36088
- HOMO (eV) = -7.78

Here are the Löwdin charges for atoms 1 to 2, given in e: 0.076 -0.577

=====

(4)
Formula: C18H19N3O2
Source: OMol25
Level of theory: the ωB97M-V functional and the def2-TZVPD basis

Last columns: bonded neighbours and bond lengths (Å).
Element x y z (Å)
1 N 7.481 1.086 1.057  C2 1.146
2 C 6.465 0.660 0.744  N1 1.146, C3 1.414
3 C 5.209 0.138 0.355  C2 1.414, C4 1.395, C8 1.396
4 C 4.073 0.946 0.417  C3 1.395, C5 1.381, H42 1.080
5 C 2.847 0.443 0.027  C4 1.381, C6 1.393, H41 1.080
6 C 2.740 -0.871 -0.423  C5 1.393, C7 1.393, C11 1.497
7 C 3.874 -1.679 -0.457  C6 1.393, C8 1.379, H10 1.079
8 C 5.105 -1.184 -0.080  C3 1.396, C7 1.379, H9 1.080
9 H 5.986 -1.807 -0.114  C8 1.080
10 H 3.765 -2.702 -0.784  C7 1.079
11 C 1.444 -1.494 -0.841  C6 1.497, O12 1.217, N13 1.350
12 O 1.240 -2.687 -0.713  C11 1.217
13 N 0.546 -0.644 -1.383  C11 1.350, H14 1.007, C15 1.440
14 H 0.759 0.334 -1.491  N13 1.007
15 C -0.745 -1.059 -1.867  N13 1.440, H16 1.092, H17 1.095, C18 1.547
16 H -0.812 -2.140 -1.731  C15 1.092
17 H -0.809 -0.822 -2.934  C15 1.095
18 C -1.916 -0.352 -1.143  C15 1.547, C19 1.499, N27 1.467, H40 1.096
19 C -2.273 -1.036 0.143  C18 1.499, C20 1.365, O23 1.354
20 C -1.534 -1.692 1.085  C19 1.365, C21 1.417, H26 1.070
21 C -2.446 -2.110 2.085  C20 1.417, C22 1.359, H25 1.070
22 C -3.669 -1.679 1.680  C21 1.359, O23 1.344, H24 1.072
23 O -3.577 -1.031 0.506  C19 1.354, C22 1.344
24 H -4.645 -1.767 2.116  C22 1.072
25 H -2.216 -2.656 2.976  C21 1.070
26 H -0.482 -1.886 1.065  C20 1.070
27 N -1.603 1.077 -1.029  C18 1.467, C28 1.457, C36 1.454
28 C -1.026 1.509 0.237  N27 1.457, H29 1.089, C30 1.546, H39 1.096
29 H -0.450 0.710 0.700  C28 1.089
30 C -2.188 1.988 1.138  C28 1.546, H31 1.089, H32 1.089, C33 1.536
31 H -1.923 2.912 1.650  C30 1.089
32 H -2.422 1.240 1.895  C30 1.089
33 C -3.363 2.186 0.170  C30 1.536, H34 1.088, H35 1.089, C36 1.538
34 H -3.818 3.170 0.261  C33 1.088
35 H -4.133 1.434 0.338  C33 1.089
36 C -2.725 1.983 -1.215  N27 1.454, C33 1.538, H37 1.089, H38 1.095
37 H -3.424 1.603 -1.958  C36 1.089
38 H -2.315 2.931 -1.579  C36 1.095
39 H -0.361 2.352 0.019  C28 1.096
40 H -2.791 -0.441 -1.796  C18 1.096
41 H 1.974 1.074 0.102  C5 1.080
42 H 4.161 1.963 0.771  C4 1.080

- gap between HOMO and LUMO (eV) = 8.50
- structure (SMILES) = N#Cc1ccc(C(=O)NC[C@@H](c2ccco2)N2CCCC2)cc1
- energy above the lowest of the compared OMol25 structures with the same formula, charge and spin (eV) = 2.331
- E_tot (Ha) = -1012.04570
- HOMO (eV) = -8.64

Here are the Löwdin charges for atoms 1 to 2, given in e: 0.166 -0.191

=====

(5)
Formula: C18H19N3O2
Source: OMol25
Level of theory: the ωB97M-V functional and the def2-TZVPD basis

Last columns: bonded neighbours and bond lengths (Å).
Element x y z (Å)
1 C 0.797 -2.422 -5.960  C2 1.498, H40 1.088, H41 1.090, H42 1.087
2 C 0.951 -2.041 -4.520  C1 1.498, C3 1.390, C7 1.388
3 C 0.965 -0.704 -4.141  C2 1.390, C4 1.381, H39 1.080
4 C 1.093 -0.328 -2.818  C3 1.381, C5 1.391, H38 1.076
5 C 1.214 -1.302 -1.833  C4 1.391, C6 1.392, N10 1.404
6 C 1.201 -2.644 -2.201  C5 1.392, C7 1.381, H9 1.082
7 C 1.071 -3.005 -3.528  C2 1.388, C6 1.381, H8 1.080
8 H 1.063 -4.053 -3.793  C7 1.080
9 H 1.294 -3.410 -1.442  C6 1.082
10 N 1.349 -1.003 -0.467  C5 1.404, C11 1.358, H37 1.011
11 C 1.456 0.208 0.137  N10 1.358, O12 1.212, C13 1.526
12 O 1.431 1.272 -0.443  C11 1.212
13 C 1.659 0.106 1.646  C11 1.526, H14 1.094, H15 1.090, C16 1.536
14 H 2.740 0.085 1.814  C13 1.094
15 H 1.236 -0.824 2.023  C13 1.090
16 C 1.065 1.316 2.382  C13 1.536, C17 1.508, H35 1.092, H36 1.088
17 C -0.437 1.238 2.492  C16 1.508, C18 1.372, C23 1.427
18 C -1.026 0.334 3.340  C17 1.372, N19 1.356, C31 1.498
19 N -2.377 0.238 3.396  C18 1.356, C20 1.391, H30 1.014
20 C -3.292 0.984 2.659  N19 1.391, O21 1.214, C22 1.449
21 O -4.480 0.775 2.793  C20 1.214
22 C -2.650 1.963 1.805  C20 1.449, C23 1.379, C28 1.411
23 C -1.280 2.094 1.723  C17 1.427, C22 1.379, C24 1.493
24 C -0.697 3.152 0.845  C23 1.493, H25 1.089, H26 1.090, H27 1.086
25 H -0.004 2.714 0.128  C24 1.089
26 H -0.149 3.877 1.446  C24 1.090
27 H -1.480 3.675 0.303  C24 1.086
28 C -3.513 2.798 1.063  C22 1.411, N29 1.147
29 N -4.217 3.477 0.462  C28 1.147
30 H -2.795 -0.437 4.026  N19 1.014
31 C -0.302 -0.599 4.260  C18 1.498, H32 1.084, H33 1.089, H34 1.091
32 H 0.728 -0.299 4.417  C31 1.084
33 H -0.805 -0.626 5.226  C31 1.089
34 H -0.310 -1.612 3.855  C31 1.091
35 H 1.505 1.381 3.380  C16 1.092
36 H 1.357 2.210 1.834  C16 1.088
37 H 1.409 -1.822 0.123  N10 1.011
38 H 1.104 0.713 -2.546  C4 1.076
39 H 0.872 0.061 -4.897  C3 1.080
40 H 1.475 -1.842 -6.584  C1 1.088
41 H -0.220 -2.218 -6.295  C1 1.090
42 H 1.001 -3.480 -6.108  C1 1.087

- gap between HOMO and LUMO (eV) = 8.58
- structure (SMILES) = Cc1ccc(NC(=O)CCc2c(C)[nH]c(=O)c(C#N)c2C)cc1
- energy above the lowest of the compared OMol25 structures with the same formula, charge and spin (eV) = 0.556
- E_tot (Ha) = -1012.11096
- HOMO (eV) = -8.50

Here are the Löwdin charges for atoms 1 to 2, given in e: -0.054 -0.287

=====

Question: Which of these has the highest gap between HOMO and LUMO?
Answer: number 5